No. 1
{
  "formula": "C5H12N2O",
  "method": "wB97M-V/def2-TZVPD",
  "smiles": "[H]/N=C\\CC(C)=O.CN",
  "lumo_ev": 0.90,
  "homo_ev": -8.21,
  "elements": ["H", "N", "C", "C", "C", "C", "O", "H", "H", "H", "H", "H", "H", "C", "N", "H", "H", "H", "H", "H"],
  "positions_angstrom": [[-0.179, -1.996, 0.920], [-0.751, -1.959, 0.078], [-0.689, -0.869, -0.573], [0.780, -0.079, -1.003], [1.570, 0.038, 0.229], [2.579, -1.051, 0.479], [1.303, 0.873, 1.094], [-1.339, -0.777, -1.438], [1.238, -0.695, -1.775], [0.465, 0.891, -1.380], [3.363, -1.016, -0.277], [2.089, -2.025, 0.395], [3.024, -0.944, 1.465], [-2.210, 1.741, -0.095], [-1.449, 0.650, 0.514], [-3.110, 1.338, -0.559], [-1.597, 2.210, -0.863], [-2.501, 2.505, 0.633], [-2.011, 0.160, 1.204], [-0.574, 1.005, 0.953]]
}

***

No. 2
{
  "formula": "C5H12N2O",
  "method": "wB97M-V/def2-TZVPD",
  "smiles": "[H]/N=C(\\CN)OCCC",
  "lumo_ev": 0.95,
  "homo_ev": -9.65,
  "elements": ["H", "N", "C", "C", "N", "O", "C", "C", "C", "H", "H", "H", "H", "H", "H", "H", "H", "H", "H", "H"],
  "positions_angstrom": [[-1.227, -1.539, -1.491], [-0.556, -0.776, -1.434], [-0.979, 0.245, -0.817], [-2.295, 0.344, -0.069], [-2.134, -0.472, 1.131], [-0.234, 1.345, -0.682], [1.181, 1.169, -0.719], [1.656, 0.521, 0.594], [2.111, -0.922, 0.408], [-2.475, 1.388, 0.231], [-3.122, 0.017, -0.723], [-1.954, -1.441, 0.879], [-2.976, -0.441, 1.696], [1.577, 2.173, -0.839], [1.454, 0.558, -1.574], [2.469, 1.107, 1.020], [0.823, 0.555, 1.306], [3.009, -0.958, -0.208], [1.335, -1.502, -0.084], [2.338, -1.371, 1.374]]
}

***

No. 3
{
  "formula": "C5H12N2O",
  "method": "wB97M-V/def2-TZVPD",
  "smiles": "CC(C)=[N+]([O-])CCN",
  "lumo_ev": [0.67, 0.67],
  "homo_ev": [-8.16, -8.16],
  "elements": ["C", "C", "C", "N", "O", "C", "C", "N", "H", "H", "H", "H", "H", "H", "H", "H", "H", "H", "H", "H"],
  "positions_angstrom": [[-1.282, 1.293, -0.713], [-1.363, -0.118, -0.204], [-2.497, -0.736, 0.559], [-0.287, -0.870, -0.348], [-0.306, -2.115, 0.130], [0.915, -0.565, -0.990], [1.961, 0.068, 0.076], [2.269, -0.960, 0.995], [-0.925, 1.388, -1.752], [-0.628, 1.917, -0.017], [-2.318, 1.708, -0.866], [-2.126, -0.789, 1.658], [-2.644, -1.697, 0.152], [-3.453, -0.373, 0.338], [0.914, 0.055, -1.886], [1.447, -1.445, -1.230], [2.917, 0.212, -0.458], [1.685, 0.896, 0.686], [1.947, -0.789, 1.932], [1.736, -1.750, 0.778]]
}

***

What are the ΔE to the lowest compared entry with this formula, charge and spin values for these records? In order: 297.0; 156.5; 426.2 kJ/mol.